[1]
The following is a DFT calculation (ωB97M-V with the def2-TZVPD basis set) of a cluster of 2 separate species, C4H8O2 in total in a non-equilibrium geometry.

ORCA input file:
```
! wB97M-V def2-TZVPD RIJCOSX def2/J DEFGRID3
* xyz 0 1
O 0.012 -0.302 1.618
H -1.712 1.351 -2.040
H 1.041 1.399 1.940
C -0.432 -1.359 1.055
C 1.883 0.318 0.198
H -0.034 -1.707 0.110
C -1.351 0.499 -1.460
H -2.203 -0.106 -1.139
O 2.755 1.102 -0.138
H -0.794 0.879 -0.597
C 0.962 0.560 1.265
H 1.786 -0.668 -0.312
H -1.226 -1.862 1.589
H -0.688 -0.104 -2.088
*
```

Results
- Electronic energy: -8368.934 eV
- Gap between HOMO and LUMO (alpha / beta): 7.59 / 8.32 eV
- LUMO energy (alpha / beta): -0.724 / -0.214 eV
- Energy above the lowest of the compared OMol25 structures with the same formula, charge and spin: 4.348 eV

---

[2]
The following is a DFT calculation (ωB97M-V with the def2-TZVPD basis set) of a cluster of 2 separate species, C4H8O2 in total in a non-equilibrium geometry.

ORCA input file:
```
! wB97M-V def2-TZVPD RIJCOSX def2/J DEFGRID3
* xyz 0 1
O -0.011 2.076 -1.659
C 1.548 -0.684 1.503
H -2.303 -1.096 -1.374
H 2.185 -0.440 0.666
H -0.139 0.588 1.251
C -1.756 -0.287 -0.920
H -0.428 -0.933 2.160
H 0.821 2.518 -1.884
C -0.437 -0.341 -0.728
C 0.214 -0.444 1.439
H -2.328 0.564 -0.585
O 0.467 0.926 -0.987
H 2.010 -1.301 2.260
H 0.159 -1.146 -1.140
*
```

Results
- Electronic energy: -8365.206 eV
- SMILES string: C=COO.C=C
- Gap between HOMO and LUMO (alpha / beta): 8.59 / 8.59 eV
- LUMO energy (alpha / beta): 0.184 / 0.184 eV
- Energy above the lowest of the compared OMol25 structures with the same formula, charge and spin: 8.076 eV

---

[3]
The following is a DFT calculation (ωB97M-V with the def2-TZVPD basis set) of the molecule C4H8O2.

ORCA input file:
```
! wB97M-V def2-TZVPD RIJCOSX def2/J DEFGRID3
* xyz 0 1
H -0.850 -1.343 -1.041
H -1.787 0.121 1.496
H -0.679 1.460 -0.016
O -1.554 1.162 -0.291
H 2.998 0.075 0.173
H 2.205 0.509 -1.363
O 0.925 0.296 0.195
C -1.783 -0.043 0.407
H -1.105 -2.129 0.492
H -2.791 -0.359 0.123
H 2.328 1.742 -0.077
C 0.683 -1.000 0.137
C -0.806 -1.170 0.052
C 2.215 0.678 -0.286
*
```

Results
- Electronic energy: -8369.359 eV
- Gap between HOMO and LUMO: 9.36 eV
- LUMO energy: 0.853 eV
- Energy above the lowest of the compared OMol25 structures with the same formula, charge and spin: 3.923 eV

---

[4]
The following is a DFT calculation (ωB97M-V with the def2-TZVPD basis set) of a structure of composition C4H8O2.

ORCA input file:
```
! wB97M-V def2-TZVPD RIJCOSX def2/J DEFGRID3
* xyz 0 1
H 0.931 -0.706 1.462
H 0.507 -1.959 -0.878
C -0.043 1.216 0.172
C 0.751 -0.931 -1.165
H 0.983 1.603 0.266
H -1.864 0.773 -0.572
C -0.246 0.028 -0.620
O -1.080 1.951 0.300
C 0.015 -0.115 1.405
O -1.497 -0.113 -0.953
H 1.759 -0.687 -0.825
H -0.877 -0.745 1.447
H -0.029 0.598 2.228
H 0.719 -0.871 -2.257
*
```

Results
- Electronic energy: -8370.540 eV
- Gap between HOMO and LUMO: 9.66 eV
- LUMO energy: 0.821 eV
- Energy above the lowest of the compared OMol25 structures with the same formula, charge and spin: 2.742 eV

---

[5]
The following is a DFT calculation (ωB97M-V with the def2-TZVPD basis set) of a cluster of 2 separate species, C4H8O2 in total in a non-equilibrium geometry.

ORCA input file:
```
! wB97M-V def2-TZVPD RIJCOSX def2/J DEFGRID3
* xyz 0 1
H 2.129 0.465 -2.808
C -1.037 0.405 0.014
H -2.781 0.399 1.146
H 1.845 0.421 -0.346
C 1.090 0.211 -1.210
H -0.492 0.924 0.748
C -2.292 0.089 0.227
O 1.607 -0.242 -2.413
C -0.230 0.172 -1.133
H 1.063 -1.128 3.547
H -0.678 -0.542 -1.951
H -2.835 -0.258 -0.478
H 0.220 -0.082 2.811
O 0.436 -0.439 3.656
*
```

Results
- Electronic energy: -8370.127 eV
- SMILES string: C=C/C=C/O.O
- Gap between HOMO and LUMO: 9.55 eV
- LUMO energy: 0.757 eV
- Energy above the lowest of the compared OMol25 structures with the same formula, charge and spin: 3.155 eV

---

[6]
The following is a DFT calculation (ωB97M-V with the def2-TZVPD basis set) of the molecule C4H8O2.

ORCA input file:
```
! wB97M-V def2-TZVPD RIJCOSX def2/J DEFGRID3
* xyz 0 1
H -0.086 1.650 0.811
C 0.170 0.672 0.370
C -1.182 -0.810 1.544
H -0.093 -1.102 -1.764
H -0.336 -1.444 1.869
H -1.355 -0.042 2.308
C 0.799 -0.447 -1.788
H 1.669 1.342 -1.001
H 0.962 0.226 0.991
C 0.688 0.860 -1.039
H -0.006 1.481 -1.618
O -0.941 -0.189 0.311
O 1.779 -0.759 -2.421
H -2.066 -1.439 1.426
*
```

Results
- Electronic energy: -8371.606 eV
- SMILES string: COCCC=O
- Gap between HOMO and LUMO: 10.44 eV
- LUMO energy: 0.891 eV
- Energy above the lowest of the compared OMol25 structures with the same formula, charge and spin: 1.676 eV

---

[7]
The following is a DFT calculation (ωB97M-V with the def2-TZVPD basis set) of the molecule C4H8O2 in a non-equilibrium geometry.

ORCA input file:
```
! wB97M-V def2-TZVPD RIJCOSX def2/J DEFGRID3
* xyz 0 1
H -0.943 1.270 -0.794
H -1.824 -1.010 -1.662
C 0.032 -0.043 1.577
H 0.678 0.436 -0.770
H -0.169 -1.613 -1.539
C -0.775 -0.720 -1.725
H 1.477 1.549 1.738
H -0.438 0.655 2.277
C -0.423 0.306 -0.699
O 2.243 0.172 0.495
H -0.539 -0.309 -2.702
C 1.372 0.584 1.222
H 0.136 -1.013 2.064
O -0.827 -0.265 0.518
*
```

Results
- Electronic energy: -8370.947 eV
- SMILES string: CCOCC=O
- Gap between HOMO and LUMO: 10.47 eV
- LUMO energy: 0.512 eV
- Energy above the lowest of the compared OMol25 structures with the same formula, charge and spin: 2.334 eV

---

[8]
The following is a DFT calculation (ωB97M-V with the def2-TZVPD basis set) of the molecule C4H8O2.

ORCA input file:
```
! wB97M-V def2-TZVPD RIJCOSX def2/J DEFGRID3
* xyz 0 1
H 0.095 -0.226 -2.114
H 0.054 1.042 -0.886
C -1.024 0.841 1.374
C 0.321 -0.011 -1.061
H 2.348 -0.766 -1.527
O -0.444 -0.907 -0.244
C -1.434 -0.410 0.615
H 1.698 -1.026 0.093
H -0.027 0.794 1.865
H -1.596 -1.201 1.364
H 2.338 0.568 -0.345
O -1.725 1.819 1.469
C 1.784 -0.300 -0.714
H -2.388 -0.218 0.110
*
```

Results
- Electronic energy: -8371.316 eV
- SMILES string: CCOCC=O
- Gap between HOMO and LUMO: 10.76 eV
- LUMO energy: 0.927 eV
- Energy above the lowest of the compared OMol25 structures with the same formula, charge and spin: 1.966 eV